# 1
19
Properties=species:S:1:pos:R:3:forces:R:3:mulliken_charge:R:1 method="wB97M-V/def2-TZVPD" homo_energy_ev="-8.07 / -8.70" e_above_lowest_kj_mol=369.36 gap_ev="7.37 / 8.76" energy_ev=-11624.212 multiplicity=1
C 2.322231 -0.121868 0.168519 0.48 0.56 0.43 0.282
C -0.289581 0.611112 -0.923605 0.71 -2.74 0.88 -0.973
C 1.310466 0.381700 0.874724 -4.43 1.08 -0.02 -0.032
C -0.250579 -0.161857 -2.174634 3.70 1.25 -0.13 -1.486
C -0.967188 0.913415 1.495622 -1.14 -1.17 -1.75 -1.553
C -0.438713 -1.429666 0.625817 -0.04 -1.27 1.00 -1.668
C -0.162257 0.017995 0.460664 0.40 2.36 1.72 2.229
N 3.185335 -0.691936 -0.290838 2.72 -1.77 -1.78 -0.460
F 1.405577 1.584735 1.463144 1.04 -0.06 -0.17 -0.270
H -0.239202 1.631283 -1.122029 0.07 1.83 0.48 0.426
H 0.670240 0.118450 -2.866355 -1.12 -0.91 1.58 0.283
H -0.430064 -1.189087 -2.151460 -0.01 -1.63 0.24 0.404
H -0.950752 0.295493 -2.742012 -2.81 1.17 -2.11 0.503
H -2.003065 0.551929 1.663096 0.58 0.06 -0.31 0.362
H -0.482293 1.022056 2.440522 0.28 0.05 0.47 0.363
H -1.006886 1.820866 0.922485 -0.35 0.97 0.68 0.429
H -1.454263 -1.653372 0.306797 0.03 -0.15 -0.72 0.450
H 0.341202 -2.064863 0.112984 -1.02 0.37 0.72 0.358
H -0.560203 -1.636385 1.736556 0.90 -0.01 -1.21 0.353

***

# 2
19
Properties=species:S:1:pos:R:3:forces:R:3:mulliken_charge:R:1 method="wB97M-V/def2-TZVPD" smiles="C=NN1[C@H]2CC=C[C@@H]1C2" homo_energy_ev=-8.78 e_above_lowest_kj_mol=459.36 gap_ev=9.84 energy_ev=-10396.850 multiplicity=1
C 0.634462 -1.937024 -1.697201 -1.21 2.87 -0.69 -0.338
N 0.132032 -0.718323 -1.659256 2.70 -2.77 -0.28 -0.429
N 0.739247 0.329680 -0.981802 -2.12 -0.29 -0.13 -0.075
C -0.435437 1.101337 -0.521401 -1.46 2.39 -0.30 -0.036
C -1.539411 0.332527 0.226045 0.01 -1.81 0.14 -0.952
C -0.801188 -0.576590 1.317375 -1.94 -0.45 -2.28 -0.422
C 0.505358 -0.752825 1.155827 0.98 -0.32 3.48 -0.675
C 1.209185 0.338325 0.469277 2.48 1.91 -0.54 0.369
C 0.432475 1.697831 0.575831 -0.45 1.40 0.76 -0.811
H 1.555260 -2.278195 -1.158064 -0.94 0.19 -0.58 0.255
H 0.064821 -2.444636 -2.507100 0.89 -0.64 1.09 0.275
H -0.794756 1.830919 -1.322898 0.09 -1.10 1.06 0.405
H -2.357515 0.958690 0.596378 0.73 0.56 0.50 0.425
H -2.191673 -0.330843 -0.409795 1.18 0.05 0.22 0.396
H -1.446151 -1.297353 1.828900 0.37 0.29 0.13 0.383
H 1.108237 -1.456644 1.819992 -1.00 0.75 -1.12 0.302
H 2.345308 0.551551 0.642499 -1.92 -1.32 -0.43 0.346
H 0.872965 2.564880 0.052269 0.80 -0.53 0.73 0.325
H -0.033220 2.086694 1.573122 0.80 -1.17 -1.77 0.259

***

# 3
20
Properties=species:S:1:pos:R:3:forces:R:3:mulliken_charge:R:1 method="wB97M-V/def2-TZVPD" smiles="CC1=C(C#N)C[C@H]2N[C@@H]12.O" homo_energy_ev=-9.15 e_above_lowest_kj_mol=362.69 gap_ev=9.54 energy_ev=-12445.689 multiplicity=1
C -1.886410 -2.929253 0.044597 0.01 -0.19 -0.08 -1.295
C -2.130519 -1.462542 0.039976 0.38 0.59 0.06 0.559
C -1.247229 -0.445202 -0.090262 -0.32 -0.77 0.75 0.275
C 0.154943 -0.608959 -0.373650 2.25 0.51 -4.89 -0.050
N 1.114794 -0.570511 -1.090275 -3.61 -0.25 2.42 -0.686
C -1.903636 0.923730 0.014170 0.18 0.24 0.01 -0.717
C -3.378153 0.582104 0.125534 -0.13 0.12 0.32 -0.291
N -3.913637 -0.139506 -1.025188 -0.09 0.00 -0.27 -0.577
C -3.507951 -0.896903 0.172889 -0.09 -0.16 0.19 -0.052
H -2.503177 -3.413249 -0.728306 0.17 0.13 0.18 0.325
H -0.835128 -3.179054 -0.137070 -0.23 0.08 0.11 0.356
H -2.200177 -3.352375 1.011128 0.14 0.07 -0.23 0.309
H -1.559110 1.460595 0.911409 -0.06 -0.12 -0.22 0.334
H -1.692651 1.560315 -0.857979 -0.03 -0.23 0.20 0.340
H -4.048042 1.228589 0.693498 0.23 -0.17 -0.15 0.452
H -4.927630 -0.051155 -1.042307 0.13 0.01 0.01 0.261
H -4.271352 -1.419634 0.750938 0.24 0.15 -0.13 0.472
O 1.884667 -0.711353 1.287763 2.27 -0.71 -2.48 -0.754
H 2.275509 -0.605394 0.199155 -1.97 0.28 4.88 0.433
H 1.506866 0.084787 1.674527 0.53 0.42 -0.68 0.307

***

# 4
22
Properties=species:S:1:pos:R:3:forces:R:3:mulliken_charge:R:1 method="wB97M-V/def2-TZVPD" homo_energy_ev=-8.89 e_above_lowest_kj_mol=125.35 gap_ev=8.79 energy_ev=-16543.154 multiplicity=1
O 1.236141 -3.094586 -0.989155 0.25 3.13 -0.89 -0.664
C 1.247394 -1.859379 -1.228262 -0.67 -3.18 1.26 0.005
C 2.070042 -1.174466 -2.312811 0.12 0.30 1.46 -0.508
N 1.686573 0.188718 -2.177530 -2.01 0.68 2.14 -0.138
C 0.744988 0.365748 -1.124839 -0.02 4.65 -1.29 0.304
O 0.236953 1.494630 -0.900411 0.77 -1.47 -0.38 -0.787
C 0.500777 -0.826241 -0.447282 0.54 -4.43 0.36 0.351
C -0.284773 -1.342894 0.591184 0.37 2.56 0.31 -0.039
N -0.954730 -0.604995 1.504772 2.50 0.70 -1.90 -0.066
C -0.757339 0.771367 1.949440 -0.62 0.10 -0.34 -0.716
C -1.976495 1.682112 1.630874 1.48 1.20 0.43 -0.448
O -2.278643 1.889169 0.286411 -0.39 -0.92 -0.24 -0.523
H 1.926485 -1.526607 -3.290167 -0.19 -0.92 -1.24 0.351
H 3.088054 -1.290440 -1.979638 0.71 -0.38 -0.23 0.234
H 1.809034 0.932874 -2.842528 0.00 -0.12 0.02 0.257
H -0.304751 -2.409250 0.831704 -0.11 0.14 -0.93 0.405
H -1.670938 -1.065000 1.933793 -1.98 -1.49 1.70 0.210
H 0.170624 1.206019 1.590027 -0.09 -0.24 -0.72 0.338
H -0.567071 0.731338 3.025434 -0.51 0.02 0.15 0.360
H -2.871153 1.343740 2.148283 -0.03 0.09 0.13 0.374
H -1.624393 2.681165 1.962519 -0.53 -0.40 0.87 0.259
H -1.426778 1.906979 -0.161817 0.41 -0.02 -0.67 0.442

***

# 5
24
Properties=species:S:1:pos:R:3:forces:R:3:mulliken_charge:R:1 method="wB97M-V/def2-TZVPD" homo_energy_ev="-6.98 / -6.99" e_above_lowest_kj_mol=385.66 gap_ev="5.16 / 5.17" energy_ev=-38209.366 multiplicity=1
C -2.536327 0.556768 0.520347 -0.29 -0.92 1.06 -0.160
C -2.511612 0.538173 -0.913749 -1.75 -2.53 2.81 -0.013
C -2.811387 -0.760611 0.960530 0.84 1.26 -0.26 0.569
C -2.176636 1.601661 -1.618219 2.84 2.76 -2.23 0.550
C 2.566767 0.911720 0.694139 3.26 2.40 1.96 -1.425
C 2.786122 -0.272389 -1.446913 -0.65 -1.21 -2.37 -1.208
C 2.229333 -0.243599 -0.036363 -2.86 -0.97 -2.79 0.421
N -2.849586 -0.635283 -1.494739 -0.21 0.56 -1.46 -0.472
N -2.529811 -1.104550 2.252263 -1.09 0.00 -0.34 -0.493
O -1.683567 2.471653 -2.173552 -1.36 -0.70 0.52 -0.226
O -0.115449 -1.350199 -0.957816 -0.74 -1.85 -1.66 -0.653
O -0.197496 -0.030393 1.010037 -0.47 0.78 1.78 -0.644
S -3.052209 -1.777588 -0.425605 0.20 0.67 1.08 0.153
S 0.242694 -0.070776 -0.393767 3.14 0.30 1.07 0.598
H -2.265863 1.327260 1.297389 -0.36 -0.75 -1.54 0.263
H 2.106759 1.044703 1.645632 -0.54 -0.33 0.82 0.362
H 3.696574 0.932615 0.901609 -1.24 0.09 -0.26 0.345
H 2.354634 1.804219 0.155073 -0.13 0.91 -0.66 0.303
H 2.304639 -1.143370 -1.988393 0.92 0.34 0.81 0.327
H 3.852521 -0.414852 -1.366498 0.53 -0.19 -0.38 0.423
H 2.604389 0.486611 -2.311878 0.05 -0.20 2.37 0.216
H 2.452397 -1.164969 0.521886 -0.56 0.00 -0.49 0.278
H -1.688984 -0.685386 2.609997 0.32 -0.15 -0.03 0.252
H -2.777895 -2.021429 2.558583 0.18 -0.26 0.21 0.235

***

# 6
25
Properties=species:S:1:pos:R:3:forces:R:3:mulliken_charge:R:1 method="wB97M-V/def2-TZVPD" homo_energy_ev="-8.63 / -6.09" e_above_lowest_kj_mol=382.21 gap_ev="9.15 / 5.44" energy_ev=-22679.775 multiplicity=1
C -2.372041 1.726710 0.421397 1.68 3.00 -0.75 0.164
C -2.632242 -0.729899 -0.233756 3.32 0.35 0.84 0.349
C 1.708073 1.524287 0.352660 -0.63 -1.33 0.27 -0.684
C 2.340542 0.047545 0.247631 -5.00 1.52 -2.61 -1.113
C 0.678320 1.863652 -0.742092 0.49 0.76 0.25 -0.280
C -0.175628 -0.399458 -0.094501 2.86 0.65 0.90 0.058
C 1.153050 -1.035932 0.165254 2.08 1.20 0.65 0.934
N -2.811142 0.681899 -0.314211 -3.25 -3.19 -1.26 -0.036
N -1.269852 -1.123812 0.073566 -4.64 -0.10 -0.62 0.342
O -2.216444 2.851076 -0.027170 -0.84 -2.08 1.50 -0.436
O -3.457574 -1.586569 -0.507217 -0.13 0.46 0.25 -0.682
O -0.293885 0.777934 -0.707091 -0.53 1.05 -1.73 -0.452
O 1.422378 -2.029657 -0.807453 -0.06 -1.34 1.25 -0.550
O 1.137854 -1.620892 1.442885 -0.67 -0.65 0.73 -0.631
O -1.129293 -2.496644 0.251089 -1.62 -0.91 -0.63 -0.471
H 1.139691 1.696138 1.339407 1.28 -0.37 -1.26 0.272
H 2.573794 2.130535 0.236576 0.46 1.14 0.36 0.445
H 2.904492 0.009818 -0.656041 0.80 -0.18 -0.40 0.374
H 2.808479 -0.118712 1.135423 1.83 -0.64 2.08 0.394
H 0.122190 2.837448 -0.388174 0.84 -1.98 -1.04 0.219
H 1.119344 2.067208 -1.846356 -1.13 -0.96 2.51 0.273
H -3.799079 0.741219 -0.648049 0.99 0.69 0.05 0.336
H 1.116423 -2.845904 -0.306688 0.30 1.08 -1.37 0.415
H 1.972817 -2.071942 1.656959 -0.23 0.41 -0.45 0.376
H -2.040266 -2.896044 -0.044047 1.82 1.40 0.47 0.382

***

# 7
20
Properties=species:S:1:pos:R:3:forces:R:3:mulliken_charge:R:1 method="wB97M-V/def2-TZVPD" homo_energy_ev="-12.72 / -12.72" e_above_lowest_kj_mol=568.77 total_charge=+1 gap_ev="7.97 / 7.97" energy_ev=-11879.119 multiplicity=1
C -0.498261 -2.252774 0.422433 0.89 -0.38 -0.85 -1.204
C 0.681042 -1.293723 0.570479 1.26 -2.09 -2.18 0.224
C 0.579706 -0.162998 1.656207 0.97 -1.67 -2.38 -0.841
N 1.188609 1.116019 1.101653 -0.68 -1.72 2.18 -0.119
C 0.577612 1.924286 0.375402 1.18 -1.51 0.67 0.645
C -0.424382 2.257221 -0.353664 -1.73 2.33 -0.20 -0.453
C -0.745600 1.838882 -1.699981 -0.51 -0.26 -1.47 -0.299
C -0.643593 0.538761 -2.170707 -0.20 1.20 -0.50 -0.259
N -0.345170 -0.448861 -1.291205 0.22 -0.73 1.23 -0.047
N 0.714337 -0.542065 -0.683091 0.71 1.44 -1.17 -0.239
H -0.701789 -2.646338 1.360381 -0.32 -1.46 1.73 0.444
H -0.187551 -3.091399 -0.352745 -1.08 1.86 1.60 0.330
H -1.387615 -1.658997 0.191978 0.13 -0.55 -0.48 0.348
H 1.662625 -1.970732 0.557915 -1.76 1.96 0.49 0.341
H -0.441518 0.033865 1.655101 -1.84 0.27 1.13 0.397
H 1.088275 -0.651143 2.489262 -0.30 1.28 0.60 0.413
H 2.103590 1.098894 1.456208 1.92 1.38 -0.24 0.269
H -1.015664 3.151004 0.047967 0.74 -1.28 -0.47 0.355
H -1.216142 2.707635 -2.217549 0.30 -1.43 -0.23 0.342
H -0.988512 0.052465 -3.116044 0.09 1.39 0.54 0.352

***

# 8
22
Properties=species:S:1:pos:R:3:forces:R:3:mulliken_charge:R:1 method="wB97M-V/def2-TZVPD" homo_energy_ev="-10.71 / -10.71" e_above_lowest_kj_mol=395.96 total_charge=+1 gap_ev="5.51 / 5.51" energy_ev=-14860.987 multiplicity=1
C -2.652047 0.159290 1.373915 -1.36 1.03 3.47 0.170
C -1.031508 0.912569 -1.508161 0.73 -1.10 1.11 0.047
C 0.921549 0.687384 0.913448 0.39 1.28 0.69 0.060
C -2.589036 -0.501603 0.103196 2.40 0.42 0.15 0.320
C -3.705175 -0.075465 -0.704189 1.34 -0.76 -1.06 -0.379
C -1.172633 0.126807 -0.321371 -1.68 0.65 -3.20 -0.083
C 2.601055 2.510716 0.650386 -0.34 0.57 0.87 -0.878
N -2.703969 0.720049 2.395849 0.24 -1.05 -1.84 -0.401
N -0.666821 1.481664 -2.456334 -0.49 0.09 0.26 -0.522
N -4.197993 -0.798939 -1.632234 -1.61 2.15 -0.69 -0.173
N -0.160223 0.008872 0.622205 -0.25 -0.29 0.76 -0.106
N 1.309754 1.822531 0.323514 0.41 0.02 0.36 -0.209
H 1.503687 0.350403 1.813204 -0.54 0.19 -1.26 0.336
H -2.560581 -1.567531 0.136176 0.19 -1.05 0.38 0.289
H -3.934821 0.910284 -0.613983 -1.15 2.81 -0.07 0.519
H 2.609371 3.081888 1.681396 -0.29 -1.22 -2.06 0.282
H 2.678635 3.226702 -0.177273 0.44 -0.02 0.53 0.326
H 3.462119 1.813435 0.606347 -0.66 0.35 0.04 0.358
H -4.873978 -0.477257 -2.351929 0.52 0.00 0.96 0.306
H -3.995160 -1.737688 -1.659593 0.84 -2.72 -0.31 0.241
H -0.432692 -0.664686 1.312225 0.59 -0.48 0.40 0.260
H 0.731692 2.320847 -0.370055 0.28 -0.88 0.50 0.238

***

# 9
23
Properties=species:S:1:pos:R:3:forces:R:3:mulliken_charge:R:1 method="wB97M-V/def2-TZVPD" homo_energy_ev=-12.26 e_above_lowest_kj_mol=807.54 total_charge=+1 gap_ev=8.55 energy_ev=-16905.022 multiplicity=1
C 1.590789 -2.454355 0.881932 -1.22 -0.30 2.26 -1.075
N 0.687652 -1.414128 0.519150 -1.68 -1.07 0.34 -0.067
C 0.775732 -0.180604 1.313865 -1.80 -2.76 1.19 -1.266
C -0.109106 -1.529915 -0.532588 0.86 -1.76 0.13 0.899
O -0.104627 -2.737255 -1.182276 -0.93 0.87 0.03 -0.532
C -0.780892 -0.493157 -1.039505 -2.61 3.51 -1.32 0.226
N -1.991758 -0.259842 -1.993833 0.02 -0.91 2.07 -0.613
C -1.510894 0.683687 -1.091479 0.60 -0.45 0.46 0.116
N -1.963710 1.886571 -0.783504 0.86 -2.45 -1.81 0.250
N -1.617021 2.711042 0.224223 -0.18 0.98 2.59 -0.833
C -0.414369 2.907951 0.575039 -0.40 0.20 -2.60 0.494
C 0.947921 3.152712 0.375351 -0.48 -2.36 -0.50 0.104
N 0.406979 3.666685 1.392707 -0.67 1.28 1.80 -0.419
H 1.372378 -2.767878 1.946692 0.61 0.30 -1.12 0.294
H 1.531901 -3.284538 0.249490 -0.14 -1.13 -0.89 0.390
H 2.481075 -1.949844 0.745614 2.71 0.14 0.39 0.429
H 1.152887 0.386824 0.564602 1.79 3.22 -1.10 0.570
H -0.223683 0.106738 1.591945 -0.59 0.45 -0.13 0.403
H 1.259582 -0.341627 2.297418 0.48 0.14 -1.14 0.327
H -0.854979 -2.818133 -1.837980 1.07 0.42 1.03 0.375
H -1.690702 -0.145799 -2.920581 0.50 0.54 -1.72 0.280
H -2.815988 2.083865 -1.304066 0.09 0.60 0.43 0.280
H 1.870832 2.791001 0.007784 1.12 0.54 -0.38 0.366

***

# 10
25
Properties=species:S:1:pos:R:3:forces:R:3:mulliken_charge:R:1 method="wB97M-V/def2-TZVPD" homo_energy_ev=-12.59 e_above_lowest_kj_mol=0.00 total_charge=+1 gap_ev=8.40 energy_ev=-21000.211 multiplicity=1
C -1.824321 -1.638977 0.255126 -1.16 1.24 -0.31 -0.409
C -2.199353 -0.357074 -0.050593 0.27 -0.49 0.49 0.006
C -0.063551 -0.343546 0.381128 0.59 1.59 -0.33 0.083
C 1.851742 0.136215 -1.445516 -1.00 -1.44 4.42 -0.530
C 2.794078 -0.806730 -1.330028 -1.13 1.08 -0.94 -0.228
C 1.310931 0.152718 0.381736 2.30 1.34 -4.74 0.518
C -1.022766 1.892844 0.038497 -1.88 1.05 0.35 -1.042
N -1.064178 0.448108 0.033287 -1.14 -1.13 -0.05 0.238
N -0.459931 -1.615272 0.481670 -2.80 0.10 -0.24 -0.074
N 3.096776 -1.302851 -0.070588 -0.48 -0.08 1.13 -0.234
N 1.682214 1.403917 0.910292 -1.98 0.17 2.26 -0.454
N -3.607572 0.091657 -0.113051 0.70 -0.47 0.31 0.977
O -4.356095 -0.763257 0.286684 -0.62 -0.17 -0.12 -0.536
O -3.893350 1.201661 -0.478441 0.37 0.16 -0.18 -0.545
O 1.999790 -0.885443 0.828230 2.49 -3.05 0.70 -0.414
H -2.528360 -2.460396 0.418475 0.78 0.14 -0.16 0.460
H 1.184443 0.532463 -2.184481 0.47 0.30 -0.39 0.418
H 3.366231 -1.021271 -2.220865 0.46 -0.69 0.30 0.426
H -1.710348 2.322133 -0.680410 -0.24 -0.38 -0.11 0.325
H -1.357538 2.203675 1.031784 0.06 0.16 -0.12 0.395
H -0.079441 2.314958 -0.136837 1.33 -0.08 -0.19 0.498
H -0.147608 -2.454031 0.917424 1.70 -0.05 0.20 0.291
H 3.124246 -2.312492 0.162281 0.28 0.84 -0.99 0.316
H 1.337986 1.376159 1.922678 1.57 0.92 -1.70 0.286
H 2.565983 1.884842 0.661525 -0.94 -1.07 0.43 0.229